P:
Entry from OMol25: a single C2H4OS3 molecule (ωB97M-V with the def2-TZVPD basis set).

Geometry (Å):
S 2.9426 0.4208 -1.1479
S 2.0860 0.3434 0.6234
S 0.4067 -2.0884 1.1155
O 1.9864 1.5042 1.4448
C -0.3766 -0.2876 -0.7424
C 0.4697 -0.7250 0.3275
H 2.5354 -1.0025 1.3941
H 0.0761 -0.0009 -1.7029
H -1.0600 -0.9936 -1.0035
H -1.0606 0.5892 -0.6770

SMILES string: CC(=S)[S@H](=O)=S
Lowest unoccupied orbital energy: -1.30 eV
Frontier orbital gap: 8.11 eV

Results of the natural (NBO) charge analysis, in e, for atoms 1 through 2: -0.43, 1.31

Q:
Entry from OMol25: a single C2H4OS3 molecule (ωB97M-V with the def2-TZVPD basis set).

Geometry (Å):
S -2.1169 0.6969 1.2157
S 0.2262 -2.3540 0.4108
S -1.4660 -0.0374 -0.4565
O -1.6690 0.8007 -1.6348
C 1.3706 0.5333 0.1713
C 0.2288 -0.2949 0.0015
H 0.9911 1.5625 0.5683
H 1.7764 0.3887 -0.8318
H 2.1341 0.3355 0.9648
H -1.4754 -1.6310 -0.4093

SMILES string: CC(=S)[S@H](=O)=S
Lowest unoccupied orbital energy (alpha / beta): -2.35 / -2.35 eV
Frontier orbital gap (alpha / beta): 6.86 / 6.86 eV

Results of the natural (NBO) charge analysis, in e, for atoms 1 through 2: -0.35, -0.16

R:
Entry from OMol25: a single C2H4OS3 molecule (ωB97M-V with the def2-TZVPD basis set).

Geometry (Å):
S -2.1216 -1.4240 -0.5452
S -2.0528 1.4289 -0.5466
S -3.6269 -0.0110 -0.0182
O -3.7841 -0.0091 1.4156
C 0.0406 0.0573 0.2946
C -0.9569 -0.0425 -0.7755
H 0.9601 -0.6738 0.0989
H 0.5855 0.9600 0.3783
H -0.7435 0.0226 -1.8698
H -0.3446 -0.0171 1.2272

Lowest unoccupied orbital energy: -0.59 eV
Frontier orbital gap: 9.07 eV

Results of the natural (NBO) charge analysis, in e, for atoms 1 through 2: 0.02, -0.01

S:
Entry from OMol25: 2 unconnected molecules or ions with the total composition C2H4OS3 (ωB97M-V with the def2-TZVPD basis set).

Geometry (Å):
S 3.6431 -0.5414 1.4616
S 4.5965 0.5589 0.1921
S 1.1816 -2.0768 -0.7545
O 4.1182 0.6585 -1.1854
C -0.2103 0.3180 -0.5291
C -0.0800 -1.1382 -0.3345
H -0.9298 -1.6489 0.2086
H -0.0276 0.8208 0.3825
H -1.1483 0.5733 -0.9713
H 0.5738 0.6340 -1.2096

Lowest unoccupied orbital energy (alpha / beta): -1.96 / -1.96 eV
Frontier orbital gap (alpha / beta): 6.59 / 6.59 eV

Results of the natural (NBO) charge analysis, in e, for atoms 1 through 2: -0.24, 1.05

Most favorable first, least favorable last: R, S, P, Q

P:
Entry from OMol25: a single C2H3N3 molecule (ωB97M-V with the def2-TZVPD basis set).

Geometry (Å):
N -0.7062 -0.4765 -0.4335
N 0.6963 0.4387 0.8925
N 0.0376 0.1538 -1.2202
C 0.8577 0.8160 -0.3806
C -0.3537 -0.3840 0.9076
H 1.6200 1.4340 -0.6570
H -1.2375 -1.1766 -0.8547
H -0.9143 -0.8053 1.7458

SMILES string: c1nc[nH]n1
Lowest unoccupied orbital energy: 0.99 eV
Frontier orbital gap: 10.74 eV

Results of the natural (NBO) charge analysis, in e, for atoms 1 through 2: -0.31, -0.46

Q:
Entry from OMol25: 2 unconnected molecules or ions with the total composition C2H3N3 (ωB97M-V with the def2-TZVPD basis set).

Geometry (Å):
N -0.7880 -0.7953 0.7671
N -1.7709 -0.1414 1.0505
N 0.2784 0.9623 -1.9225
C 1.1038 0.9311 -1.0753
C 0.4123 -0.9698 0.6802
H 1.6752 1.0975 -0.2477
H -2.1229 0.5460 0.3073
H 1.2121 -1.6304 0.4404

Lowest unoccupied orbital energy: 0.65 eV
Frontier orbital gap: 9.50 eV

Results of the natural (NBO) charge analysis, in e, for atoms 1 through 2: 0.00, -0.48

R:
Entry from OMol25: 2 unconnected molecules or ions with the total composition C2H3N3 (ωB97M-V with the def2-TZVPD basis set).

Geometry (Å):
N -1.3427 0.7014 -1.0909
N 0.9691 -0.8307 0.5260
N -2.1689 -0.1881 1.0394
C 0.9433 0.2740 0.0047
C -1.5929 0.1837 -0.1176
H -2.2090 -0.1969 2.0959
H 0.9556 -1.8175 0.7698
H -2.5163 -1.2076 0.9981

Lowest unoccupied orbital energy: 0.37 eV
Frontier orbital gap: 10.22 eV

Results of the natural (NBO) charge analysis, in e, for atoms 1 through 2: -0.34, -0.80

S:
Entry from OMol25: a single C2H3N3 molecule (ωB97M-V with the def2-TZVPD basis set).

Geometry (Å):
N 0.5618 1.0509 0.3500
N 1.1925 -0.0745 0.0737
N 0.4494 -1.1091 -0.2138
C -0.7869 -0.6388 -0.1437
C -0.7243 0.7229 0.2412
H -1.4731 1.4746 0.4743
H 2.1873 -0.1456 -0.0486
H -1.4066 -1.2803 -0.7331

SMILES string: c1cn[nH]n1
Lowest unoccupied orbital energy: 1.23 eV
Frontier orbital gap: 11.41 eV

Results of the natural (NBO) charge analysis, in e, for atoms 1 through 2: -0.24, -0.16

Most favorable first, least favorable last: P, S, R, Q

P:
Entry from OMol25: a single CHNO3 molecule (ωB97M-V with the def2-TZVPD basis set).

Geometry (Å):
O 0.4242 0.9175 -1.2763
O -0.8136 -1.0857 -0.8644
O -0.6003 -0.7643 1.4205
N -0.4115 -0.5921 0.2128
C 0.4818 0.5731 -0.1444
H 0.9193 0.9515 0.6517

SMILES string: O=C[N+](=O)[O-]
Lowest unoccupied orbital energy: -1.45 eV
Frontier orbital gap: 9.96 eV

Results of the natural (NBO) charge analysis, in e, for atoms 1 through 2: -0.39, -0.32

Q:
Entry from OMol25: a single CHNO3 molecule (ωB97M-V with the def2-TZVPD basis set).

Geometry (Å):
O -0.1301 -0.3224 0.5095
O 1.8070 0.3354 -0.2906
O -1.8373 -0.9817 1.8188
N -0.7436 -0.6807 1.9789
C 1.1480 0.0258 0.6923
H 1.4982 -0.0028 1.7676

SMILES string: O=CON=O
Lowest unoccupied orbital energy: -1.44 eV
Frontier orbital gap: 9.17 eV

Results of the natural (NBO) charge analysis, in e, for atoms 1 through 2: -0.47, -0.55

Most favorable first, least favorable last: Q, P

P:
Entry from OMol25: a single C4H4O3 molecule (ωB97M-V with the def2-TZVPD basis set).

Geometry (Å):
O -0.7883 0.8486 -1.7913
O -1.4865 1.1528 0.4240
O 1.4430 0.5038 0.8794
C -1.5391 -0.2325 0.5752
C 0.4673 0.0870 0.0433
C -0.5926 0.8007 -0.6145
C 1.8030 -0.4272 -0.1981
H 2.4490 -0.0171 -0.9800
H 2.0698 -1.4182 0.1646
H -1.4873 -0.6498 1.5643
H -2.3383 -0.6480 -0.0670

Lowest unoccupied orbital energy: 0.39 eV
Frontier orbital gap: 9.84 eV

Results of the natural (NBO) charge analysis, in e, for atoms 1 through 2: -0.56, -0.50

Q:
Entry from OMol25: 2 unconnected molecules or ions with the total composition C4H4O3 (ωB97M-V with the def2-TZVPD basis set).

Geometry (Å):
O 0.7137 -3.1759 -2.4408
O -1.0855 1.4802 -0.0857
O 0.8124 -1.0897 0.0918
C -0.2028 -2.8865 -1.8351
C -0.3374 0.8276 0.9343
C 0.2977 1.7888 0.0423
C -0.1409 -0.6467 0.6854
H -0.9426 -1.3128 1.0578
H -0.6004 1.1178 1.9519
H 0.5225 2.7877 0.4119
H 0.9254 1.4155 -0.7623

Lowest unoccupied orbital energy: 0.57 eV
Frontier orbital gap: 10.71 eV

Results of the natural (NBO) charge analysis, in e, for atoms 1 through 2: -0.51, -0.47

R:
Entry from OMol25: a single C4H4O3 molecule (ωB97M-V with the def2-TZVPD basis set).

Geometry (Å):
O 1.5580 1.8085 -0.0335
O -1.7638 -1.8164 -0.2484
O -0.0513 -1.1543 0.9818
C 0.9494 -0.1764 1.1109
C -0.3540 0.2653 -0.6379
C 0.7663 0.7151 0.0921
C -0.8450 -0.8187 0.0181
H 1.2657 2.2619 -0.9081
H 1.6216 -0.3533 2.0059
H -2.3368 -1.5134 -1.0167
H -0.8102 0.7815 -1.3642

SMILES string: Oc1coc(O)c1
Lowest unoccupied orbital energy: 0.53 eV
Frontier orbital gap: 8.60 eV

Results of the natural (NBO) charge analysis, in e, for atoms 1 through 2: -0.65, -0.66

S:
Entry from OMol25: a single C4H4O3 molecule (ωB97M-V with the def2-TZVPD basis set).

Geometry (Å):
O 0.1562 -0.0322 1.8366
O 0.1360 -1.1224 -1.3556
O 2.4223 0.8860 -0.4038
C 0.5816 -0.1110 0.7063
C -1.7039 0.1757 -0.4774
C 2.0706 0.0774 0.4173
C -0.3200 -0.4019 -0.4972
H -2.2518 -0.1546 -1.3613
H 2.7738 -0.4885 1.0559
H -2.2214 -0.1348 0.4359
H -1.6434 1.2711 -0.4596

SMILES string: CC(=O)C(=O)C=O
Lowest unoccupied orbital energy: -0.79 eV
Frontier orbital gap: 9.06 eV

Results of the natural (NBO) charge analysis, in e, for atoms 1 through 2: -0.46, -0.48

Most favorable first, least favorable last: S, R, Q, P

P:
Entry from OMol25: 2 unconnected molecules or ions with the total composition C2H3N3O (ωB97M-V with the def2-TZVPD basis set).

Geometry (Å):
O 0.1337 0.9714 2.0477
N -0.0848 -0.7896 0.5991
N -1.0312 0.7041 -1.1277
N 0.1776 -0.1242 -3.0235
C 0.3227 -0.1188 1.6176
C -0.3771 0.3330 -2.0768
H 0.5688 -1.4039 0.1030
H -0.7294 1.3943 -0.4622
H 1.0196 -0.9664 2.3228

Lowest unoccupied orbital energy (alpha / beta): -2.58 / -2.59 eV
Frontier orbital gap (alpha / beta): 8.28 / 8.13 eV

Results of the natural (NBO) charge analysis, in e, for atoms 1 through 2: -0.55, -0.47

Q:
Entry from OMol25: a single C2H3N3O molecule (ωB97M-V with the def2-TZVPD basis set).

Geometry (Å):
O 2.1691 0.5138 -0.1602
N 0.1235 -0.2264 0.7885
N -1.0759 -0.2700 -1.0690
N 0.1109 0.4689 -1.3203
C -1.0150 -0.6404 0.1685
C 0.9937 0.2767 -0.2150
H 0.3619 -0.3427 1.7571
H -1.8017 -1.1871 0.6804
H 0.1357 1.4208 -0.6399

SMILES string: O=c1[nH]cn[nH]1
Lowest unoccupied orbital energy: 0.45 eV
Frontier orbital gap: 10.56 eV

Results of the natural (NBO) charge analysis, in e, for atoms 1 through 2: -0.56, -0.64

Most favorable first, least favorable last: Q, P

P:
Entry from OMol25: a single C2H3N3O molecule (ωB97M-V with the def2-TZVPD basis set).

Geometry (Å):
O -1.0683 1.6495 0.5855
N 0.8429 -1.0556 -0.1937
N -0.3897 0.5979 0.0462
N -0.1269 -1.1560 -1.1528
C -0.9326 -0.1030 -1.0237
C 0.6962 0.0291 0.5558
H 1.5230 -1.7910 -0.0803
H -1.8655 1.6053 0.0144
H 1.3518 0.3637 1.3461

Lowest unoccupied orbital energy: 0.66 eV
Frontier orbital gap: 9.58 eV

Results of the natural (NBO) charge analysis, in e, for atoms 1 through 2: -0.51, -0.33

Q:
Entry from OMol25: a single C2H3N3O molecule (ωB97M-V with the def2-TZVPD basis set).

Geometry (Å):
O 0.5832 1.8082 -0.7899
N -0.7609 -0.7706 0.9091
N -0.7595 0.5140 0.5776
N 0.1144 -1.5289 0.3057
C 0.7590 -0.7022 -0.5112
C 0.2252 0.6003 -0.3026
H 1.3242 -1.1889 -1.2912
H -1.4278 -1.1825 1.5383
H -0.0578 2.4507 -0.4358

SMILES string: Oc1cn[nH]n1
Lowest unoccupied orbital energy: 0.99 eV
Frontier orbital gap: 10.39 eV

Results of the natural (NBO) charge analysis, in e, for atoms 1 through 2: -0.66, -0.16

Most favorable first, least favorable last: Q, P

P:
Entry from OMol25: 2 unconnected molecules or ions with the total composition C2H3N3O (ωB97M-V with the def2-TZVPD basis set).

Geometry (Å):
O -0.3296 -1.6618 -0.5127
N 1.5247 0.9597 0.5401
N 2.0855 1.7218 1.1522
N -1.3701 0.1053 0.0103
C -0.1678 -0.4380 -0.0873
C 1.0971 0.0516 -0.2016
H -1.3685 0.9602 0.5087
H 0.7127 -1.2024 -1.4389
H -2.1840 -0.4965 0.0294

Lowest unoccupied orbital energy: -0.27 eV
Frontier orbital gap: 8.24 eV

Results of the natural (NBO) charge analysis, in e, for atoms 1 through 2: -0.68, 0.06

Q:
Entry from OMol25: a single C2H3N3O molecule (ωB97M-V with the def2-TZVPD basis set).

Geometry (Å):
O 2.1147 0.2902 -0.2051
N -0.8750 -1.2869 0.0823
N 0.3896 -1.1786 -0.0454
N -1.4014 -0.0819 0.1981
C 0.7724 0.1519 -0.0558
C -0.3574 0.9369 0.0791
H -0.6038 2.0020 0.1629
H 2.3830 -0.6533 -0.2727
H -2.4220 -0.1804 0.0568

SMILES string: Oc1c[nH]nn1
Lowest unoccupied orbital energy: 0.98 eV
Frontier orbital gap: 10.37 eV

Results of the natural (NBO) charge analysis, in e, for atoms 1 through 2: -0.65, -0.02

Most favorable first, least favorable last: Q, P

P:
Entry from OMol25: a single C2H3N3O molecule (ωB97M-V with the def2-TZVPD basis set).

Geometry (Å):
O -0.0210 0.9364 -0.0219
N 0.2900 -1.0819 -0.3464
N 1.5189 -0.4888 0.2004
N -2.0305 -0.1370 -0.2862
C 1.1751 0.7595 0.3406
C -0.7622 -0.1964 -0.2402
H 0.3076 -2.1996 0.0215
H -2.3564 0.9012 -0.2616
H 1.8787 1.5064 0.5939

SMILES string: [H]/N=c1/[nH]nco1
Lowest unoccupied orbital energy: 0.79 eV
Frontier orbital gap: 9.87 eV

Results of the natural (NBO) charge analysis, in e, for atoms 1 through 2: -0.46, -0.49

Q:
Entry from OMol25: a single C2H3N3O molecule (ωB97M-V with the def2-TZVPD basis set).

Geometry (Å):
O -0.1350 1.9612 -0.0270
N 0.6386 -0.1084 -0.9359
N -0.3774 -0.0705 1.0310
N 0.2815 -1.4095 -0.6811
C -0.3534 -1.3062 0.4579
C 0.1360 0.6597 0.0841
H -0.7374 2.1508 0.7168
H -1.0338 -2.0511 0.8283
H 1.4860 0.0042 -1.4808

SMILES string: Oc1ncn[nH]1
Lowest unoccupied orbital energy: 0.70 eV
Frontier orbital gap: 10.20 eV

Results of the natural (NBO) charge analysis, in e, for atoms 1 through 2: -0.65, -0.42

Most favorable first, least favorable last: Q, P